Here is a structure of composition C45H52CuN3O14PS2Si at a distorted geometry from OMol25. Energies are from wB97M-V/def2-TZVPD.

Results
Relative energy (zero: lowest compared OMol25 entry of this formula, charge and spin), kcal/mol: 0.0
Calculated total energy, a.u.: -6031.48734

```
! wB97M-V def2-TZVPD RIJCOSX def2/J DEFGRID3
* xyz -2 2
Cu -0.688 -1.617 -0.627
O -2.159 -0.574 2.151
N -0.842 -0.766 1.856
C -0.090 -0.467 2.830
C 1.368 -0.624 2.836
C 1.972 -0.383 4.075
C 3.333 -0.507 4.269
C 4.142 -0.896 3.213
C 3.564 -1.136 1.980
C 2.192 -0.989 1.761
P 1.638 -1.303 0.046
C 2.472 -2.916 -0.247
C 1.934 -4.022 0.410
C 2.489 -5.280 0.246
C 3.591 -5.451 -0.581
C 4.135 -4.357 -1.234
C 3.581 -3.094 -1.067
C 2.623 -0.183 -1.003
C 2.508 -0.345 -2.383
C 3.225 0.469 -3.245
C 4.054 1.460 -2.739
C 4.155 1.639 -1.368
C 3.440 0.826 -0.501
H -2.634 -0.814 1.322
H -0.540 -0.080 3.743
H 1.339 -0.079 4.899
H 3.759 -0.301 5.244
H 5.212 -1.007 3.341
H 4.194 -1.441 1.153
H 1.060 -3.895 1.040
H 2.042 -6.129 0.749
H 4.018 -6.437 -0.721
H 4.994 -4.482 -1.883
H 4.012 -2.246 -1.584
H 1.831 -1.083 -2.790
H 3.105 0.344 -4.314
H 4.598 2.112 -3.413
H 4.765 2.437 -0.964
H 3.482 1.016 0.561
O -1.032 -0.091 -4.273
C -1.300 -0.531 -3.164
O -0.399 -0.782 -2.276
C -2.764 -0.805 -2.838
C -3.603 -0.896 -3.918
C -4.972 -1.106 -3.741
C -5.518 -1.176 -2.479
C -4.690 -1.065 -1.380
C -3.269 -0.930 -1.498
O -2.496 -0.901 -0.484
N -5.351 -1.131 -0.082
O -6.554 -1.362 -0.067
O -4.685 -1.068 0.932
N -5.841 -1.229 -4.891
O -7.042 -1.365 -4.703
O -5.339 -1.187 -6.004
H -3.182 -0.785 -4.906
H -6.577 -1.317 -2.337
C 2.080 4.614 -1.474
C 0.652 4.263 -1.883
C 0.575 2.843 -2.432
C 0.156 5.257 -2.932
O -0.239 4.404 -0.781
Si -0.051 3.936 0.805
S 0.955 2.204 1.164
O 0.634 5.306 1.476
C 1.139 5.478 2.787
C 1.052 6.976 3.074
C 0.316 4.706 3.818
C 2.597 5.019 2.822
O -1.602 3.935 1.394
C -2.852 3.732 0.755
C -2.792 2.521 -0.172
C -3.851 3.467 1.879
C -3.249 4.989 -0.017
H 2.742 4.564 -2.343
H 2.437 3.909 -0.722
H 2.112 5.622 -1.053
H 1.277 2.701 -3.256
H -0.428 2.635 -2.811
H 0.807 2.124 -1.648
H 0.751 5.185 -3.845
H 0.221 6.275 -2.543
H -0.885 5.044 -3.177
H 0.009 7.296 3.062
H 1.588 7.528 2.300
H 1.486 7.215 4.048
H -0.741 4.953 3.710
H 0.644 4.960 4.829
H 0.430 3.632 3.663
H 3.179 5.592 2.098
H 2.646 3.964 2.550
H 3.029 5.161 3.817
H -2.449 1.650 0.380
H -2.096 2.703 -0.991
H -3.780 2.307 -0.590
H -3.551 2.573 2.427
H -4.856 3.313 1.480
H -3.867 4.313 2.569
H -2.523 5.186 -0.804
H -3.273 5.847 0.660
H -4.240 4.866 -0.463
C 0.571 -9.559 1.195
C 0.004 -8.223 0.792
C -0.164 -7.889 -0.547
C -0.673 -6.652 -0.917
C -1.020 -5.734 0.060
C -0.858 -6.047 1.401
C -0.350 -7.286 1.760
S -1.701 -4.160 -0.416
O -3.124 -4.356 -0.518
O -1.021 -3.764 -1.647
O -1.274 -3.231 0.661
H 0.771 -10.179 0.321
H -0.119 -10.102 1.844
H 1.508 -9.439 1.743
H 0.118 -8.601 -1.314
H -0.782 -6.382 -1.959
H -1.120 -5.312 2.151
H -0.219 -7.524 2.809
*
```

Here is a cluster of 3 separate species, C45H52N2O7P3S2 in total at a distorted geometry from OMol25. Energies are from wB97M-V/def2-TZVPD.

Results
Calculated total energy, a.u.: -4202.01733

```
! wB97M-V def2-TZVPD RIJCOSX def2/J DEFGRID3
* xyz 1 1
C -0.768 -3.199 -4.691
C 0.038 -3.464 -6.093
O -0.539 -4.312 -6.989
N 1.377 -2.884 -6.491
C 1.515 -1.418 -6.129
C 1.996 -0.447 -7.365
C 3.497 0.192 -6.995
C 3.384 1.668 -6.300
P 4.027 1.794 -4.510
C 5.333 3.240 -4.522
C 5.447 4.027 -3.092
C 4.317 5.177 -2.820
S 3.773 6.152 -4.321
C 1.901 6.021 -4.543
S 1.368 4.747 -5.592
N 0.871 6.936 -3.922
C -0.191 6.193 -3.142
C 0.379 5.637 -1.677
O 0.758 6.820 -0.888
C 1.825 7.604 -1.530
C 1.482 8.046 -3.097
P 4.992 0.005 -3.729
C 6.875 0.208 -3.490
C 4.187 -0.642 -2.122
P 2.302 2.200 -3.226
C 1.103 0.665 -3.205
O 2.756 2.376 -1.542
H -1.613 -4.014 -4.552
H -1.350 -2.168 -4.830
H -0.084 -3.057 -3.748
H 2.182 -3.386 -6.049
H 0.508 -0.936 -5.708
H 2.387 -1.366 -5.316
H 1.229 0.447 -7.460
H 1.993 -0.979 -8.426
H 4.019 0.338 -8.059
H 4.155 -0.589 -6.425
H 2.260 2.051 -6.402
H 4.015 2.412 -6.988
H 5.210 3.929 -5.466
H 6.376 2.681 -4.677
H 6.545 4.449 -2.894
H 5.295 3.200 -2.244
H 4.814 5.964 -2.073
H 3.343 4.807 -2.278
H -1.014 7.006 -2.851
H -0.763 5.365 -3.741
H 1.220 4.830 -1.781
H -0.531 5.107 -1.119
H 1.888 8.634 -0.929
H 2.881 7.106 -1.410
H 2.398 8.590 -3.605
H 0.639 8.885 -2.999
H 7.085 1.203 -2.911
H 7.242 -0.692 -2.803
H 7.391 0.157 -4.557
H 3.149 -1.175 -2.265
H 4.184 0.206 -1.308
H 4.920 -1.484 -1.698
H 0.786 0.478 -2.069
H 1.621 -0.320 -3.565
H 0.097 0.872 -3.780
H 2.456 1.572 -1.003
C 0.205 2.966 2.426
C -1.003 3.399 2.970
C -2.049 2.493 3.156
C -1.890 1.152 2.786
C -0.690 0.725 2.219
C 0.364 1.631 2.049
C -0.529 -0.676 1.778
O 0.526 -1.053 1.283
C -1.660 -1.612 1.935
C -1.540 -2.928 1.468
C -2.600 -3.824 1.624
C -3.775 -3.413 2.253
C -3.899 -2.101 2.713
C -2.842 -1.197 2.545
C -2.996 0.198 3.003
O -4.030 0.562 3.551
H 1.024 3.669 2.289
H -1.132 4.441 3.252
H -2.988 2.837 3.587
H 1.309 1.302 1.620
H -0.625 -3.258 0.979
H -2.507 -4.844 1.257
H -4.598 -4.113 2.381
H -4.821 -1.786 3.198
C -4.726 -8.906 6.908
C -4.715 -9.082 8.291
C -4.807 -7.975 9.137
C -4.899 -6.687 8.598
C -4.886 -6.508 7.215
C -4.811 -7.622 6.367
C -4.933 -5.150 6.636
O -4.925 -4.993 5.421
C -4.980 -3.985 7.541
C -4.966 -2.690 7.006
C -5.025 -1.582 7.855
C -5.106 -1.764 9.235
C -5.114 -3.053 9.771
C -5.041 -4.165 8.922
C -5.015 -5.524 9.500
O -5.081 -5.684 10.713
H -4.663 -9.769 6.248
H -4.636 -10.082 8.712
H -4.803 -8.121 10.216
H -4.814 -7.491 5.287
H -4.906 -2.539 5.930
H -5.008 -0.578 7.438
H -5.159 -0.902 9.896
H -5.173 -3.187 10.850
*
```

Here is a structure of composition C45H53Cl3InN6O5S2Si at a distorted geometry from OMol25. Energies are from wB97M-V/def2-TZVPD.

Results
Relative energy (zero: lowest compared OMol25 entry of this formula, charge and spin), kcal/mol: 11.6
Calculated total energy, a.u.: -5108.10022

```
! wB97M-V def2-TZVPD RIJCOSX def2/J DEFGRID3
* xyz -1 1
In 1.242 -0.223 -0.143
C -4.744 4.209 -1.280
C -3.446 4.407 -2.076
C -2.902 5.820 -1.824
C -3.767 4.263 -3.568
C -2.399 3.399 -1.623
C -2.228 3.073 -0.284
C -1.271 2.141 0.107
N -0.523 1.484 -0.790
C -0.686 1.763 -2.093
C -1.578 2.737 -2.526
C 0.061 1.002 -3.126
C -0.560 0.680 -4.330
C 0.152 0.042 -5.339
C 1.485 -0.248 -5.069
C 2.016 0.081 -3.833
N 1.327 0.689 -2.876
C -0.480 -0.211 -6.699
C -0.254 1.058 -7.539
C -1.989 -0.472 -6.592
C 0.172 -1.402 -7.412
H -5.535 4.823 -1.712
H -4.625 4.507 -0.238
H -5.063 3.166 -1.308
H -3.642 6.566 -2.122
H -1.990 5.985 -2.401
H -2.671 5.961 -0.770
H -4.598 4.921 -3.823
H -4.053 3.239 -3.817
H -2.919 4.551 -4.191
H -2.845 3.527 0.478
H -2.142 1.537 1.931
H -1.621 2.952 -3.582
H -1.606 0.917 -4.459
H 2.119 -0.731 -5.798
H 3.051 -0.131 -3.597
H -0.689 1.929 -7.047
H -0.719 0.950 -8.522
H 0.812 1.242 -7.679
H -2.541 0.433 -6.334
H -2.207 -1.239 -5.847
H -2.367 -0.818 -7.555
H 1.208 -1.188 -7.677
H -0.367 -1.619 -8.334
H 0.151 -2.293 -6.782
Cl 2.825 3.106 -1.097
Si 3.304 1.300 -0.209
Cl 4.144 1.741 1.579
Cl 4.829 0.541 -1.365
O 1.677 -0.385 2.049
N 2.457 -1.333 1.408
C -0.742 2.189 3.964
C -0.448 2.728 2.558
C 1.066 2.638 2.338
C -1.135 1.746 1.556
C -0.932 4.165 2.408
C -2.046 4.637 3.102
C -2.470 5.954 2.984
C -1.791 6.837 2.159
C -0.694 6.378 1.444
C -0.276 5.061 1.563
H -0.297 1.199 4.073
H -1.811 2.091 4.162
H -0.306 2.850 4.714
H 1.408 1.630 2.578
H 1.596 3.352 2.970
H 1.323 2.831 1.297
H -0.541 0.832 1.610
H -2.593 3.976 3.761
H -3.333 6.286 3.548
H -2.113 7.867 2.070
H -0.155 7.046 0.783
H 0.587 4.739 0.994
S 4.935 -5.693 4.464
C 4.168 -4.326 3.616
C 3.408 -3.355 4.261
C 2.825 -2.328 3.544
N 2.964 -2.250 2.183
C 3.747 -3.193 1.550
C 4.336 -4.210 2.235
C 4.017 -7.038 3.714
C 2.683 -7.247 4.021
C 2.024 -8.277 3.360
N 2.600 -9.083 2.469
C 3.888 -8.881 2.209
C 4.641 -7.876 2.797
H 3.229 -3.391 5.326
H 2.211 -1.569 3.998
H 3.840 -3.058 0.483
H 4.941 -4.924 1.693
H 2.157 -6.656 4.762
H 0.979 -8.470 3.576
H 4.339 -9.564 1.495
H 5.687 -7.745 2.554
C 1.773 -2.752 -1.968
O 0.840 -1.889 -1.396
H 2.037 -3.578 -1.290
H 2.709 -2.251 -2.256
H 1.346 -3.199 -2.878
N -0.907 -1.284 0.519
C -1.044 -1.913 1.789
C -0.480 -3.148 2.079
C -0.604 -3.676 3.361
C -1.294 -2.975 4.343
C -1.871 -1.757 4.040
C -1.759 -1.234 2.769
S -1.370 -3.477 6.073
O -1.275 -4.934 6.064
O -2.645 -2.967 6.549
O -0.207 -2.819 6.662
H -1.718 -0.713 0.326
H -0.696 -1.928 -0.249
H 0.065 -3.679 1.305
H -0.178 -4.641 3.596
H -2.417 -1.248 4.823
H -2.228 -0.288 2.526
*
```

Here is a structure of composition C45H54BF5N5O2P2STi at a distorted geometry from OMol25. Energies are from wB97M-V/def2-TZVPD.

Results
Relative energy (zero: lowest compared OMol25 entry of this formula, charge and spin), kcal/mol: 35.0
Calculated total energy, a.u.: -4626.14276

```
! wB97M-V def2-TZVPD RIJCOSX def2/J DEFGRID3
* xyz -1 1
Ti 0.632 -0.038 -0.132
C -1.374 1.796 5.362
C -0.544 2.078 4.108
C 0.710 1.174 4.161
C -0.044 3.532 4.140
P -1.363 1.796 2.410
C -2.168 0.121 2.555
N -1.140 -0.922 2.614
B -0.008 -1.118 1.711
N 0.781 -2.130 2.403
C 2.148 -2.518 2.108
P 2.326 -2.510 0.275
C 1.462 -4.123 -0.197
C 0.087 -3.691 -0.750
C 2.207 -4.853 -1.320
C 1.249 -5.077 0.976
C 4.183 -2.622 0.141
C 4.714 -1.308 0.758
C 4.543 -2.614 -1.354
C 4.825 -3.808 0.852
C 0.151 -2.519 3.580
C 0.531 -3.428 4.556
C -0.316 -3.628 5.645
C -1.515 -2.930 5.746
C -1.895 -2.010 4.771
C -1.051 -1.796 3.690
C -2.856 2.955 2.244
C -2.303 4.189 1.505
C -3.570 3.398 3.520
C -3.904 2.292 1.344
H -0.701 1.794 6.231
H -1.853 0.816 5.332
H -2.137 2.553 5.541
H 1.419 1.597 4.885
H 1.215 1.108 3.196
H 0.466 0.163 4.491
H 0.585 3.679 5.027
H -0.856 4.259 4.187
H 0.563 3.764 3.262
H -2.784 -0.021 1.673
H -2.808 0.074 3.430
H 2.381 -3.485 2.546
H 2.843 -1.788 2.522
H 0.176 -3.052 -1.628
H -0.500 -3.143 -0.012
H -0.490 -4.574 -1.047
H 2.311 -4.222 -2.209
H 1.620 -5.730 -1.611
H 3.197 -5.200 -1.018
H 0.660 -4.622 1.776
H 2.197 -5.443 1.390
H 0.687 -5.944 0.610
H 4.081 -0.451 0.510
H 5.718 -1.104 0.368
H 4.789 -1.372 1.845
H 3.966 -1.860 -1.898
H 4.360 -3.584 -1.822
H 5.604 -2.379 -1.479
H 4.554 -3.835 1.912
H 5.916 -3.717 0.788
H 4.545 -4.763 0.403
H 1.464 -3.973 4.483
H -0.042 -4.344 6.410
H -2.161 -3.095 6.600
H -2.838 -1.487 4.860
H -1.498 4.670 2.069
H -3.102 4.925 1.352
H -1.903 3.906 0.529
H -2.936 3.976 4.190
H -3.984 2.547 4.070
H -4.411 4.044 3.232
H -3.476 1.869 0.438
H -4.640 3.053 1.047
H -4.444 1.501 1.873
O 1.220 -0.718 -1.727
C 1.080 -0.443 -3.024
C 1.424 -1.407 -3.976
C 1.282 -1.143 -5.315
C 0.806 0.100 -5.755
C 0.541 1.078 -4.831
C 0.699 0.837 -3.457
C 0.658 1.931 -2.524
N 0.827 1.760 -1.258
N 1.249 2.850 -0.506
C 1.795 2.390 0.570
O 1.824 1.098 0.864
C 2.512 3.333 1.455
C 2.303 4.709 1.360
C 2.988 5.572 2.201
C 3.891 5.071 3.133
C 4.110 3.703 3.216
C 3.419 2.836 2.379
H 1.759 -2.378 -3.627
H 1.522 -1.916 -6.037
H 0.655 0.285 -6.811
H 0.199 2.059 -5.148
H 0.636 2.946 -2.906
H 1.592 5.073 0.629
H 2.817 6.640 2.129
H 4.422 5.747 3.796
H 4.820 3.311 3.934
H 3.572 1.765 2.443
N -2.513 0.197 -0.771
C -1.371 0.107 -0.611
F -6.857 0.554 -5.327
C -5.722 -0.020 -4.898
C -4.625 0.739 -4.570
F -4.698 2.075 -4.680
C -3.458 0.139 -4.139
F -2.449 0.970 -3.853
C -3.286 -1.249 -4.033
S -1.821 -2.036 -3.564
C -4.446 -1.970 -4.366
F -4.439 -3.302 -4.290
C -5.622 -1.387 -4.784
F -6.688 -2.144 -5.089
*
```

Number 3 is which compound? C45H53Cl3InN6O5S2Si

What is the calculated total energy in the third record? -5108.10022 a.u.